Record 1
Here is 2 unconnected molecules or ions with the total composition C9H14 at a distorted geometry from the OMol25 dataset. Energies are from wB97M-V/def2-TZVPD.

Structure (XYZ):
```
23
Properties=species:S:1:pos:R:3:forces:R:3
C -0.066 -1.812 -1.103 -1.042 -0.935 0.303
C 0.564 2.186 -2.361 -0.786 0.279 0.386
C -0.580 1.491 -2.851 0.681 -0.527 -0.114
C 1.539 1.545 -1.559 -0.296 0.445 -0.230
C -0.793 0.224 -2.411 0.234 -0.838 -0.859
C 1.307 0.273 -1.154 0.926 -0.358 -0.585
C 0.179 -0.471 -1.629 -0.307 0.871 0.939
H 0.526 3.260 -2.474 0.606 0.109 -0.266
H -1.181 1.913 -3.644 -0.284 0.278 0.341
H 2.427 2.081 -1.254 -0.074 0.033 0.089
H -1.602 -0.371 -2.806 -0.316 0.085 0.094
H 2.081 -0.213 -0.578 -0.198 -0.229 0.292
H 0.420 -2.683 -1.548 0.611 0.311 -0.416
H -1.120 -2.104 -1.175 0.042 0.350 -0.048
H 0.208 -1.863 -0.050 0.192 0.129 0.124
C -1.048 0.101 3.174 0.863 -0.008 -0.514
C 0.029 -0.954 3.476 -0.008 -0.525 -0.048
H -1.048 0.430 2.128 0.309 0.045 0.075
H -2.062 -0.263 3.308 0.011 0.152 0.624
H -0.750 0.946 3.789 -0.910 0.345 -0.015
H 0.741 -0.626 4.233 -0.165 0.146 0.062
H -0.428 -1.863 3.864 0.114 -0.121 -0.075
H 0.656 -1.228 2.624 -0.202 -0.037 -0.158
```
Forces are in eV/Å.

## Properties
charge: +1
spin multiplicity: 2
HOMO-LUMO gap (spin up / spin down): 0.356 / 0.223 Ha
energy above the lowest of the compared OMol25 structures with the same formula, charge and spin: 54.7 kJ/mol
<S²>: 0.77

=====

Record 2
Here is C4H8O2 in the gas phase at a distorted geometry from the OMol25 dataset. Energies are from wB97M-V/def2-TZVPD.

Structure (XYZ):
```
14
Properties=species:S:1:pos:R:3:forces:R:3
C 1.994 -0.417 -0.434 0.388 -0.162 -0.172
O 1.067 0.105 0.485 0.027 -0.215 -0.253
C -0.169 0.409 -0.149 -0.068 0.186 0.385
C -1.102 -0.654 -0.516 0.404 -0.584 -0.669
C -1.032 1.132 0.765 -0.443 2.615 -0.010
O -1.827 0.750 1.751 0.698 -2.045 0.005
H 2.876 -0.703 0.142 -0.075 -0.052 -0.175
H 1.590 -1.293 -0.965 0.127 0.111 0.117
H 2.288 0.338 -1.183 -0.089 -0.130 0.156
H -0.028 1.125 -0.986 0.088 -0.361 0.190
H -1.534 -0.684 -1.507 0.042 0.037 0.068
H -1.056 -1.606 0.027 -0.277 0.433 0.067
H -1.709 -0.205 1.598 -0.988 -0.591 1.120
H -1.074 2.200 0.785 0.167 0.759 -0.829
```
Forces are in eV/Å.

## Properties
charge: 0
HOMO-LUMO gap (spin up / spin down): 0.271 / 0.325 Ha
energy above the lowest of the compared OMol25 structures with the same formula, charge and spin: 504.4 kJ/mol

=====

Record 3
Here is a molecular structure, C6H31B4NO2Sn at a distorted geometry from the OMol25 dataset. Energies are from wB97M-V/def2-TZVPD.

Structure (XYZ):
```
45
Properties=species:S:1:pos:R:3:forces:R:3
Sn -0.119 1.027 1.910 2.490 1.672 -2.723
B 3.491 0.017 2.608 0.325 0.523 0.745
H 2.527 -0.245 2.200 -4.641 -1.129 -1.313
H 3.575 -0.147 3.671 0.147 -0.264 4.560
H 4.178 -0.690 2.169 2.648 -3.060 -2.025
H 3.749 0.995 2.234 0.942 3.870 -1.014
B 1.086 4.046 1.479 -0.754 0.474 -1.108
H 0.250 4.653 1.790 -3.414 2.302 1.104
H 0.982 3.615 0.495 -0.401 -1.351 -3.443
H 2.005 4.604 1.561 3.806 2.073 0.396
H 1.257 3.283 2.222 0.501 -4.289 3.759
B -1.561 2.962 -0.332 0.213 -0.974 -0.311
H -0.606 2.854 -0.824 3.490 -0.793 -1.760
H -2.047 3.825 -0.759 -2.162 3.433 -1.482
H -2.194 2.090 -0.382 -2.776 -3.745 -0.717
H -1.460 3.152 0.725 0.741 0.853 4.766
B 2.113 0.462 -0.398 -1.015 -0.750 -0.077
H 2.073 1.288 0.296 -0.220 3.574 3.016
H 1.258 0.493 -1.056 -3.624 0.168 -2.808
H 2.967 0.491 -1.056 3.614 0.591 -2.226
H 2.142 -0.473 0.139 -0.045 -3.827 1.916
C -0.101 -0.441 -4.222 0.245 -1.764 0.119
O -0.567 -1.626 -3.433 0.045 1.395 0.153
C -1.761 -1.457 -2.641 -0.708 0.880 -2.004
C -1.676 -0.526 -1.493 1.117 -0.799 1.393
N -0.774 -1.061 -0.447 0.437 0.661 0.562
C -0.798 -2.482 -0.107 -0.686 0.432 0.715
C -0.203 -2.684 1.332 -0.161 0.210 -1.226
O -0.823 -1.845 2.330 1.283 -0.098 -1.361
C -2.127 -2.256 2.641 0.726 0.214 0.611
H -0.503 -0.498 -5.233 -0.508 -0.107 -0.026
H 0.965 -0.630 -4.343 0.008 0.121 0.269
H -0.214 0.586 -3.872 -0.379 -0.372 0.825
H -2.202 -2.410 -2.350 0.637 -0.375 -0.161
H -2.509 -0.995 -3.285 -0.410 -0.048 -0.469
H -2.654 -0.361 -1.042 -0.190 0.070 -0.222
H -1.272 0.437 -1.807 -0.067 0.089 0.296
H 0.157 -0.973 -0.827 0.560 1.087 0.248
H -0.163 -2.954 -0.856 -0.101 -0.866 0.227
H -1.824 -2.846 -0.175 -0.109 -0.314 -0.008
H 0.862 -2.524 1.160 0.075 1.050 0.887
H -0.219 -3.708 1.705 -0.541 -0.369 -0.194
H -2.085 -3.338 2.764 -0.517 -0.196 0.241
H -2.901 -1.977 1.925 0.077 0.089 -0.251
H -2.273 -1.734 3.586 -0.700 -0.341 0.120
```
Forces are in eV/Å.

## Properties
charge: -2
HOMO-LUMO gap: 0.237 Ha
energy above the lowest of the compared OMol25 structures with the same formula, charge and spin: 683.1 kJ/mol

=====

Record 4
Here is a molecular structure, C60H42F6GeP3PdS at a distorted geometry from the OMol25 dataset. Energies are from wB97M-V/def2-TZVPD.

Structure (XYZ):
```
114
Properties=species:S:1:pos:R:3:forces:R:3
Pd 0.255 -0.167 -0.154 -0.166 1.170 -0.310
F -1.609 -3.317 -2.363 -0.276 -0.256 -0.464
Ge -0.516 -2.370 -1.344 -0.246 -0.493 -0.018
C -1.192 -3.209 0.315 -0.113 -0.168 0.222
C -1.610 -4.530 0.109 -0.027 0.021 0.178
C -1.806 -5.385 1.189 -0.013 0.028 -0.142
C -1.583 -4.940 2.482 0.011 0.045 0.065
C -1.219 -3.619 2.701 -0.004 0.012 -0.031
C -1.043 -2.747 1.624 0.116 -0.253 0.014
P -0.815 -0.969 1.842 -0.205 -0.305 -0.220
C -0.237 -0.678 3.541 0.159 0.055 0.009
C -1.143 -0.724 4.605 0.020 0.033 0.042
C -0.698 -0.559 5.910 0.046 -0.017 -0.081
C 0.651 -0.337 6.164 -0.040 0.010 0.019
C 1.552 -0.278 5.111 -0.019 -0.012 -0.044
C 1.109 -0.443 3.805 0.016 -0.081 0.098
C -2.546 -0.394 1.949 0.006 0.162 0.081
C -2.814 0.977 1.934 -0.158 -0.171 0.016
C -4.115 1.438 2.067 0.010 -0.068 0.008
C -5.165 0.534 2.207 0.043 0.076 -0.020
C -4.905 -0.827 2.221 0.079 -0.051 -0.013
C -3.598 -1.290 2.096 -0.173 -0.081 0.120
C -0.444 -0.911 -2.715 -0.009 0.383 0.056
C 0.030 -1.437 -3.925 0.031 0.240 0.020
C 0.129 -0.634 -5.048 0.043 -0.033 -0.007
C -0.213 0.716 -4.988 0.012 0.013 0.040
C -0.679 1.257 -3.804 0.053 -0.051 -0.072
C -0.803 0.451 -2.667 0.022 -0.190 -0.129
P -1.576 1.004 -1.129 0.486 0.072 0.104
C -3.284 0.465 -1.384 -0.055 -0.265 0.269
C -3.658 -0.822 -1.004 -0.191 0.075 -0.226
C -4.908 -1.319 -1.354 0.108 0.053 0.022
C -5.789 -0.525 -2.073 0.024 0.005 -0.007
C -5.415 0.757 -2.461 -0.013 -0.053 0.032
C -4.165 1.251 -2.128 -0.012 0.072 -0.091
C -1.562 2.809 -1.145 -0.021 -0.008 0.192
C -0.456 3.489 -1.658 -0.039 0.103 -0.031
C -0.449 4.875 -1.688 0.080 0.007 0.067
C -1.508 5.594 -1.143 0.069 0.046 -0.006
C -2.587 4.923 -0.585 -0.067 -0.103 -0.018
C -2.621 3.534 -0.596 0.023 0.071 0.091
C 1.155 -3.321 -1.616 0.450 -0.012 -0.033
C 1.147 -4.634 -2.089 0.002 -0.002 -0.036
C 2.338 -5.322 -2.275 -0.013 -0.003 0.000
C 3.555 -4.712 -1.989 -0.033 0.032 -0.004
C 3.579 -3.411 -1.516 -0.037 -0.024 0.048
C 2.380 -2.715 -1.334 -0.008 -0.217 0.030
P 2.425 -1.011 -0.722 0.127 -0.030 0.531
C 3.673 -1.060 0.586 0.051 0.036 0.081
C 3.398 -1.846 1.706 0.160 -0.071 0.005
C 4.323 -1.947 2.734 -0.054 0.029 -0.034
C 5.523 -1.247 2.657 -0.016 -0.027 0.016
C 5.802 -0.466 1.547 -0.025 0.011 -0.075
C 4.881 -0.376 0.507 0.091 0.034 0.055
C 3.122 -0.033 -2.089 -0.219 0.175 -0.141
C 3.404 1.329 -1.927 0.027 -0.025 -0.072
C 3.879 2.077 -2.995 -0.013 -0.050 0.033
C 4.069 1.481 -4.238 0.001 0.070 0.012
C 3.789 0.135 -4.406 -0.034 -0.115 -0.002
C 3.310 -0.620 -3.339 0.066 -0.004 -0.074
H -1.768 -4.892 -0.899 0.005 0.014 0.132
H -2.117 -6.409 1.013 0.031 0.075 0.002
H -1.709 -5.613 3.324 0.015 0.068 -0.070
H -1.083 -3.266 3.716 -0.002 0.054 -0.007
H -2.198 -0.880 4.419 0.006 0.001 0.013
H -1.407 -0.600 6.728 0.019 0.012 -0.047
H 0.994 -0.197 7.184 -0.035 -0.021 -0.102
H 2.602 -0.090 5.302 -0.051 -0.007 -0.026
H 1.812 -0.366 2.993 0.038 0.013 -0.020
H -2.006 1.683 1.824 0.175 0.132 0.031
H -4.311 2.505 2.072 0.008 -0.072 0.005
H -6.182 0.892 2.308 0.036 0.001 -0.006
H -5.719 -1.536 2.326 0.069 0.052 0.001
H -3.405 -2.357 2.115 -0.091 0.101 -0.019
H 0.292 -2.486 -3.997 0.019 0.035 0.003
H 0.475 -1.062 -5.983 -0.042 0.027 0.065
H -0.126 1.341 -5.871 -0.030 -0.081 0.093
H -0.966 2.303 -3.768 -0.005 -0.147 -0.031
H -2.982 -1.447 -0.439 0.007 -0.004 -0.011
H -5.186 -2.328 -1.066 0.032 0.096 -0.016
H -6.765 -0.907 -2.347 0.030 0.009 0.017
H -6.095 1.373 -3.037 0.015 -0.024 0.012
H -3.874 2.240 -2.464 -0.031 -0.079 0.027
H 0.383 2.939 -2.070 0.049 0.028 0.124
H 0.392 5.398 -2.131 -0.033 -0.036 0.077
H -1.488 6.678 -1.152 -0.004 -0.085 -0.016
H -3.416 5.480 -0.164 0.077 -0.054 -0.006
H -3.481 3.016 -0.186 0.061 0.025 -0.013
H 0.204 -5.120 -2.321 0.096 0.064 0.015
H 2.318 -6.342 -2.642 0.001 0.058 0.016
H 4.483 -5.253 -2.135 -0.042 0.029 0.020
H 4.528 -2.937 -1.281 -0.061 -0.016 -0.014
H 2.466 -2.396 1.764 -0.074 -0.032 0.018
H 4.106 -2.567 3.597 0.008 0.041 -0.066
H 6.245 -1.319 3.463 -0.044 -0.002 -0.038
H 6.741 0.072 1.482 -0.097 -0.045 -0.006
H 5.113 0.220 -0.365 0.013 0.020 0.030
H 3.260 1.800 -0.965 -0.072 0.019 0.045
H 4.104 3.129 -2.853 -0.029 -0.086 0.010
H 4.436 2.068 -5.074 -0.023 -0.052 0.096
H 3.941 -0.336 -5.371 -0.027 0.033 0.104
H 3.095 -1.670 -3.484 -0.010 0.041 -0.042
F 0.465 7.238 2.278 -0.046 0.264 0.029
C 0.703 5.965 2.008 -0.010 0.090 0.024
C 1.617 5.623 1.031 -0.069 0.238 -0.006
F 2.241 6.582 0.348 0.043 0.020 -0.037
C 1.845 4.299 0.753 -0.072 -0.224 -0.085
F 2.727 4.021 -0.207 0.101 -0.074 -0.169
C 1.185 3.265 1.417 -0.116 0.180 0.062
S 1.611 1.604 1.154 0.096 -0.299 -0.303
C 0.284 3.657 2.414 0.200 -0.072 -0.247
F -0.347 2.752 3.152 -0.175 -0.377 0.096
C 0.038 4.978 2.708 0.006 0.125 -0.034
F -0.827 5.312 3.661 -0.095 0.020 0.095
```
Forces are in eV/Å.

## Properties
charge: +1
HOMO-LUMO gap (spin up / spin down): 0.200 / 0.180 Ha